Here is AlBF4H16O8 as an isolated structure from the Open Molecules 2025 dataset. Energies are from ωB97M-V with the def2-TZVPD basis set.

lowest unoccupied orbital energy (alpha / beta) = -4.6 / -11.1 eV
DFT total energy = -1278.090784 Ha
spin multiplicity = 2
charge = +1

Positions of all 30 atoms, in Å:
Al 11.1867 -40.2735 -6.5577
B 8.2539 -38.1415 -4.2632
F 8.4894 -38.0862 -2.8314
F 8.2625 -36.8507 -4.7873
F 9.3253 -38.7476 -4.8980
F 7.0957 -38.8024 -4.5888
O 10.9452 -36.9177 -3.4623
H 10.8048 -36.8355 -2.5190
H 10.0847 -37.1463 -3.8140
O 10.7207 -40.5851 -3.6041
H 9.8554 -40.5542 -3.1960
H 11.3106 -40.8454 -2.8966
O 8.3170 -40.8811 -2.1034
H 7.3913 -41.0083 -1.8955
H 8.4239 -39.9311 -2.1511
O 6.9622 -36.3285 -7.1244
H 6.6013 -35.4943 -6.8244
H 6.8789 -36.9113 -6.3696
O 10.1309 -35.2968 -7.1711
H 10.5217 -35.1807 -6.3051
H 9.2337 -35.5792 -6.9937
O 7.7801 -40.7895 -6.0658
H 7.1876 -40.8672 -6.8135
H 7.3363 -40.1863 -5.4696
O 8.4650 -34.7055 -2.9909
H 8.2891 -35.6143 -3.2346
H 7.5983 -34.3139 -2.8831
O 12.5238 -38.4223 -4.7040
H 13.4408 -38.1992 -4.5441
H 12.0284 -37.7354 -4.2579

***

Here is a 2-piece molecular cluster, C5H10O2 overall from the Open Molecules 2025 dataset. Energies are from ωB97M-V with the def2-TZVPD basis set.

lowest unoccupied orbital energy = 0.7 eV
DFT total energy = -346.936466 Ha
energy above the lowest of the compared OMol25 structures with the same formula, charge and spin = 233.58 kJ/mol
charge = 0

Positions of all 17 atoms, in Å:
C -1.5105 0.2467 2.2870
C -0.7807 -0.4628 1.1626
C -0.6850 0.1069 -0.0383
C 0.0097 -0.4337 -1.2092
C 0.0474 0.3013 -2.3314
O 0.6323 -0.2087 -3.4989
H -1.9196 -0.4758 2.9968
H -0.7819 0.8352 2.8506
H -2.3340 0.8558 1.9241
H -0.2903 -1.3769 1.4719
H -1.1711 1.0455 -0.2882
H 0.5495 -1.3705 -1.1753
H -0.4936 1.1913 -2.6285
H 1.5513 -0.4892 -3.3038
H 1.9267 0.2840 1.2091
H 2.6054 0.1340 -0.1625
O 2.6444 -0.1831 0.7339

***

Q: Look up the DFT total energy of the second one.
A: -346.936466 Ha